# 1
Entry from the Open Molecules 2025 dataset: a structure of composition C34H34N7O3S5Y at a distorted geometry (ωB97M-V/def2-TZVPD).

The HOMO energy is -6.501 eV. The HOMO-LUMO gap comes out at 5.6 eV. The value obtained for the calculated total energy is -3954.54428 Ha. The lowest unoccupied orbital energy is -0.93 eV. The maximum force comes out at 1.2 eV Å⁻¹.

Cartesian coordinates (Å):
1 Y -0.463 -0.651 -0.075
2 C 1.953 -4.657 -0.500
3 C 1.563 -3.213 -0.461
4 N 0.420 -2.810 0.006
5 N -0.477 -3.722 0.440
6 C -1.509 -3.188 1.089
7 O -1.563 -1.966 1.437
8 C -2.589 -4.137 1.434
9 C -2.373 -5.513 1.381
10 C -3.393 -6.392 1.692
11 C -4.643 -5.911 2.053
12 C -4.864 -4.544 2.100
13 C -3.845 -3.659 1.799
14 C 2.490 -2.176 -0.887
15 C 3.710 -2.469 -1.510
16 C 4.589 -1.442 -1.796
17 C 4.235 -0.143 -1.456
18 C 2.995 0.066 -0.877
19 N 2.136 -0.907 -0.606
20 H 1.120 -5.244 -0.117
21 H 2.831 -4.831 0.121
22 H 2.176 -4.976 -1.515
23 H -1.398 -5.872 1.091
24 H -3.220 -7.457 1.653
25 H -5.442 -6.598 2.293
26 H -5.841 -4.169 2.372
27 H -4.012 -2.592 1.821
28 H 3.958 -3.483 -1.774
29 H 5.542 -1.657 -2.260
30 H 4.900 0.685 -1.645
31 H 2.680 1.063 -0.603
32 O -6.886 1.749 -1.996
33 C -5.812 1.338 -1.667
34 S -4.822 2.069 -0.401
35 C -3.443 0.974 -0.520
36 C -3.529 -0.021 -1.432
37 S -2.370 -1.255 -1.802
38 S -5.018 -0.070 -2.380
39 S -2.086 1.357 0.488
40 C -2.012 4.651 -0.716
41 C -1.909 4.355 -2.209
42 N -0.725 4.937 -2.804
43 C -0.696 6.385 -2.954
44 C 0.235 7.058 -1.951
45 C 0.347 4.271 -3.266
46 O 1.309 4.838 -3.762
47 C 0.341 2.771 -3.234
48 C 0.660 2.113 -4.418
49 C 0.732 0.733 -4.425
50 C 0.468 0.051 -3.251
51 N 0.203 0.668 -2.098
52 C 0.163 2.000 -2.091
53 H -2.850 4.106 -0.294
54 H -2.168 5.712 -0.541
55 H -1.111 4.339 -0.195
56 H -2.784 4.769 -2.723
57 H -1.908 3.278 -2.376
58 H -1.716 6.758 -2.847
59 H -0.340 6.605 -3.966
60 H -0.055 6.823 -0.929
61 H 0.196 8.135 -2.089
62 H 1.254 6.719 -2.116
63 H 0.848 2.692 -5.310
64 H 0.984 0.191 -5.323
65 H 0.468 -1.033 -3.227
66 H -0.026 2.454 -1.125
67 N -0.999 0.339 3.336
68 C 0.325 0.249 3.173
69 S 1.024 0.965 1.818
70 N 1.026 -0.363 4.145
71 C 2.402 -0.624 4.260
72 C 3.389 0.131 3.640
73 C 4.720 -0.201 3.818
74 C 5.087 -1.263 4.626
75 C 4.105 -2.001 5.265
76 C 2.772 -1.687 5.084
77 H -1.559 0.754 2.585
78 H -1.485 -0.183 4.050
79 H 0.470 -0.827 4.855
80 H 3.128 0.976 3.025
81 H 5.476 0.387 3.320
82 H 6.128 -1.509 4.764
83 H 4.377 -2.826 5.905
84 H 2.010 -2.270 5.582

---

# 2
Entry from the Open Molecules 2025 dataset: an isolated molecule of C24H31N3O3 (ωB97M-V/def2-TZVPD).

The HOMO energy is -8.130 eV. As for the SMILES: COC1CCN(C(=O)c2ccc(OC3CCN(Cc4ccccn4)CC3)cc2)CC1. The HOMO-LUMO gap comes out at 8.9 eV. As for the energy relative to the best compared isomer or geometry (same formula, charge and spin): 194.2 kJ/mol. The value obtained for the calculated total energy is -1323.11777 Ha. The lowest unoccupied orbital energy is 0.75 eV. The maximum force comes out at 0.6 eV Å⁻¹.

Cartesian coordinates (Å):
1 C 5.774 -0.935 -4.648
2 O 4.814 0.087 -4.557
3 C 3.565 -0.307 -4.026
4 C 2.844 0.977 -3.586
5 C 1.320 0.799 -3.642
6 N 0.975 -0.570 -3.342
7 C 0.661 -1.027 -2.107
8 O 0.635 -2.217 -1.838
9 C 0.293 0.006 -1.089
10 C 1.075 0.158 0.048
11 C 0.718 1.066 1.026
12 C -0.442 1.823 0.892
13 O -0.761 2.778 1.830
14 C -1.598 2.380 2.918
15 C -0.951 1.305 3.792
16 C -1.885 0.943 4.956
17 N -3.213 0.544 4.552
18 C -3.386 -0.852 4.190
19 C -2.526 -1.401 3.072
20 C -1.353 -2.102 3.341
21 C -0.591 -2.567 2.282
22 C -1.026 -2.333 0.988
23 C -2.215 -1.640 0.825
24 N -2.943 -1.186 1.830
25 C -3.824 1.532 3.692
26 C -2.981 1.912 2.468
27 C -1.232 1.661 -0.242
28 C -0.866 0.761 -1.224
29 C 1.401 -1.521 -4.354
30 C 2.690 -1.058 -5.039
31 H 5.505 -1.690 -5.395
32 H 5.917 -1.431 -3.680
33 H 6.702 -0.453 -4.948
34 H 3.730 -0.965 -3.156
35 H 3.156 1.239 -2.574
36 H 3.157 1.780 -4.253
37 H 0.945 1.023 -4.645
38 H 0.836 1.472 -2.936
39 H 1.969 -0.437 0.161
40 H 1.340 1.203 1.898
41 H -1.697 3.307 3.498
42 H 0.001 1.669 4.185
43 H -0.757 0.420 3.183
44 H -1.996 1.824 5.601
45 H -1.444 0.142 5.552
46 H -4.434 -0.980 3.908
47 H -3.196 -1.439 5.096
48 H -1.045 -2.275 4.362
49 H 0.327 -3.108 2.465
50 H -0.464 -2.670 0.132
51 H -2.608 -1.435 -0.163
52 H -3.988 2.428 4.304
53 H -4.795 1.158 3.366
54 H -3.479 2.709 1.913
55 H -2.886 1.040 1.819
56 H -2.127 2.255 -0.351
57 H -1.488 0.636 -2.100
58 H 0.602 -1.645 -5.094
59 H 1.549 -2.477 -3.846
60 H 3.219 -1.926 -5.432
61 H 2.478 -0.389 -5.875

---

# 3
Entry from the Open Molecules 2025 dataset: a cluster of 9 separate species, C24H72N6O9 in total at a distorted geometry (ωB97M-V/def2-TZVPD).

The HOMO energy is -9.302 eV. As for the SMILES: COC[C@H](C)N.COC[C@H](C)N.COC[C@H](C)N.COC[C@H](C)N.COC[C@H](C)N.COC[C@H](C)N.O.O.O. The HOMO-LUMO gap comes out at 9.5 eV. As for the energy relative to the best compared isomer or geometry (same formula, charge and spin): 462.6 kJ/mol. The value obtained for the calculated total energy is -1963.02585 Ha. The lowest unoccupied orbital energy is 0.19 eV. The maximum force comes out at 3.1 eV Å⁻¹.

Cartesian coordinates (Å):
1 C 15.294 36.116 1.944
2 O 15.854 36.954 0.956
3 C 16.192 38.268 1.312
4 C 17.069 38.672 0.172
5 C 17.643 40.091 0.264
6 N 16.314 38.536 -1.049
7 H 14.207 36.170 1.886
8 H 15.537 36.480 2.942
9 H 15.699 35.125 1.739
10 H 15.273 38.814 1.526
11 H 16.744 38.222 2.251
12 H 17.890 37.964 0.052
13 H 18.121 40.266 1.228
14 H 16.937 40.888 0.031
15 H 18.470 40.248 -0.428
16 H 15.452 39.046 -0.918
17 H 16.014 37.573 -0.990
18 C 15.801 27.770 -2.524
19 O 15.859 26.369 -2.940
20 C 15.195 25.410 -2.128
21 C 15.217 23.994 -2.711
22 C 14.527 23.899 -4.077
23 N 14.601 23.091 -1.821
24 H 16.209 27.880 -1.519
25 H 14.769 28.101 -2.638
26 H 16.382 28.443 -3.154
27 H 15.653 25.542 -1.148
28 H 14.125 25.612 -2.080
29 H 16.240 23.714 -2.960
30 H 13.468 24.057 -3.870
31 H 14.628 22.930 -4.566
32 H 14.672 24.746 -4.748
33 H 14.148 22.342 -2.325
34 H 13.774 23.568 -1.492
35 C 9.134 18.827 1.838
36 O 8.157 19.708 1.367
37 C 8.636 20.844 0.647
38 C 9.547 21.745 1.418
39 C 8.669 22.391 2.598
40 N 10.053 22.898 0.670
41 H 8.707 18.070 2.495
42 H 9.987 19.197 2.407
43 H 9.616 18.415 0.951
44 H 9.174 20.418 -0.199
45 H 7.822 21.417 0.204
46 H 10.419 21.165 1.721
47 H 9.240 23.146 3.138
48 H 8.474 21.593 3.315
49 H 7.754 22.852 2.228
50 H 9.264 23.255 0.150
51 H 10.107 23.626 1.368
52 C 18.466 33.096 6.167
53 O 17.518 32.187 6.823
54 C 18.024 30.881 7.196
55 C 17.195 30.352 8.469
56 C 17.599 31.269 9.622
57 N 17.501 28.972 8.818
58 H 17.847 33.986 6.280
59 H 18.524 32.859 5.105
60 H 19.403 33.319 6.678
61 H 17.931 30.127 6.415
62 H 19.081 30.871 7.462
63 H 16.157 30.255 8.150
64 H 18.675 31.439 9.594
65 H 17.390 30.948 10.642
66 H 17.172 32.261 9.472
67 H 18.499 28.853 8.921
68 H 17.356 28.443 7.970
69 C 12.418 39.500 7.350
70 O 12.048 38.267 8.032
71 C 11.444 37.287 7.158
72 C 10.880 36.193 8.069
73 C 11.905 35.364 8.771
74 N 10.128 35.197 7.312
75 H 12.263 40.207 8.165
76 H 11.710 39.746 6.558
77 H 13.471 39.684 7.138
78 H 10.609 37.826 6.710
79 H 12.017 36.832 6.350
80 H 10.315 36.755 8.813
81 H 12.812 35.096 8.229
82 H 11.535 34.379 9.055
83 H 12.252 35.990 9.593
84 H 9.817 34.413 7.868
85 H 9.247 35.609 7.038
86 C 13.514 26.187 4.139
87 O 12.493 27.112 4.557
88 C 12.839 28.394 4.169
89 C 11.768 29.405 4.751
90 C 10.353 29.490 4.130
91 N 12.303 30.748 4.690
92 H 13.201 25.145 4.212
93 H 14.319 26.142 4.873
94 H 13.816 26.453 3.126
95 H 13.830 28.677 4.525
96 H 12.971 28.503 3.093
97 H 11.579 29.118 5.785
98 H 9.785 28.583 3.923
99 H 10.206 30.073 3.222
100 H 9.868 30.137 4.861
101 H 11.673 31.348 5.203
102 H 13.183 30.803 5.184
103 O 11.769 26.469 9.273
104 H 12.600 26.104 9.576
105 H 11.662 26.120 8.388
106 O 9.219 29.236 10.420
107 H 9.368 28.367 10.048
108 H 10.031 29.443 10.881
109 O 20.016 24.435 5.996
110 H 19.906 23.568 6.386
111 H 19.719 24.331 5.092